The following is a DFT calculation (wB97M-V/def2-TZVPD) of C4H8N2O as an isolated structure.

As for the highest occupied orbital energy: -0.3462 Eh. The frontier orbital gap comes out at 10.4 eV. As for the LUMO energy: 0.96 eV.

Each line ends with the Löwdin charge.
Atoms and positions in Å:
C -1.58288 0.58450 -0.82499  -0.04
C -0.14427 0.12258 -1.05054  -0.21
O 0.64643 1.28652 -0.62764  -0.01
C 0.85384 0.60585 0.54584  -0.48
N 0.57208 0.91293 1.73494  0.18
C 0.85969 -0.75588 -0.01764  -0.22
N 0.64134 -1.78721 0.94167  0.06
H -1.77466 0.80272 0.22955  0.08
H -2.36294 -0.07421 -1.21109  0.08
H -1.67809 1.54755 -1.34771  0.09
H 0.03386 -0.13267 -2.09867  0.13
H 0.20812 1.86138 1.78704  0.07
H 1.68449 -0.98289 -0.70459  0.15
H 1.36019 -2.50104 0.92554  0.08
H 0.65236 -1.36227 1.86792  0.06

Atoms 1-2, force components in eV/Å:
C 0.0 -0.2 0.1
C -0.2 -0.2 -0.3